Here is C35H40CrN4P2 as an isolated structure in a non-equilibrium geometry from the OMol25 dataset. Energies are from ωB97M-V/def2-TZVPD.

Cartesian coordinates (Å):
Cr (-3.3646, -1.2843, 0.3429)
C (-2.3216, -3.2213, 0.8306)
C (-1.6171, -2.1217, 1.3838)
C (-0.4164, -1.4384, 0.8062)
C (-0.6927, -0.2102, -0.0930)
C (-1.8562, -0.3561, -1.0147)
C (-2.3450, -1.5743, -1.5662)
C (-1.6387, -2.9099, -1.6061)
C (-1.9372, -3.8744, -0.4434)
C (-4.8335, 0.1052, 0.1259)
H (-2.9432, -3.8577, 1.4864)
H (-1.7246, -1.9857, 2.4779)
H (0.2111, -2.1199, 0.2336)
H (0.1965, -1.0539, 1.6303)
H (-0.8888, 0.6649, 0.5454)
H (0.2425, 0.0354, -0.6334)
H (-2.2192, 0.5750, -1.4811)
H (-3.1000, -1.4567, -2.3509)
H (-0.5400, -2.8519, -1.7192)
H (-2.0071, -3.3991, -2.5218)
H (-2.7946, -4.4953, -0.7475)
H (-1.0864, -4.5772, -0.3399)
H (-5.8355, -0.2650, 0.4460)
H (-4.9598, 0.4644, -0.9209)
H (-4.5883, 0.9631, 0.7955)
P (2.1488, 2.9647, -1.2938)
P (3.0295, 1.2424, 1.5886)
N (2.2672, 2.6303, -3.0533)
N (2.5003, 4.7368, -1.4420)
N (3.6613, -0.2947, 0.9559)
N (3.9842, 1.2669, 3.1264)
C (3.9088, 2.4620, -0.8658)
C (4.1790, 2.3887, 0.6422)
C (1.3649, 1.8191, -3.7724)
C (1.7808, 1.7650, -5.1028)
C (2.9932, 2.5182, -5.2038)
C (3.2890, 2.9856, -3.9355)
C (1.7029, 5.7505, -0.8880)
C (2.2930, 6.9883, -1.1411)
C (3.5085, 6.7455, -1.8612)
C (3.6311, 5.3716, -1.9673)
C (2.8538, -1.3596, 0.5320)
C (3.6486, -2.3500, -0.0139)
C (4.9981, -1.8922, 0.0578)
C (4.9704, -0.6246, 0.6075)
C (5.3077, 0.8752, 3.3715)
C (5.7476, 1.4007, 4.5785)
C (4.6640, 2.1828, 5.1074)
C (3.6246, 2.1238, 4.1894)
H (4.6329, 3.1450, -1.3287)
H (4.0579, 1.4588, -1.2961)
H (5.2270, 2.1025, 0.8303)
H (4.0364, 3.3727, 1.1227)
H (0.5039, 1.3880, -3.2722)
H (1.3047, 1.2193, -5.9113)
H (3.5934, 2.7055, -6.0889)
H (4.1572, 3.5377, -3.6000)
H (0.8001, 5.5000, -0.3374)
H (1.9323, 7.9701, -0.8299)
H (4.2228, 7.4705, -2.2533)
H (4.4774, 4.8048, -2.3293)
H (1.7873, -1.3081, 0.6653)
H (3.3172, -3.2963, -0.4440)
H (5.8906, -2.4197, -0.2544)
H (5.7722, 0.0917, 0.7645)
H (5.8237, 0.2214, 2.6869)
H (6.7276, 1.2353, 5.0205)
H (4.6880, 2.7451, 6.0465)
H (2.6319, 2.5666, 4.2087)
C (-4.7643, -2.5174, 0.9539)
C (-5.8362, -3.1661, 1.0359)
C (-7.0859, -3.8150, 1.1290)
C (-7.1915, -4.9920, 1.8974)
C (-8.4219, -5.6077, 2.1134)
C (-9.5919, -5.0428, 1.5757)
C (-9.4962, -3.9364, 0.7114)
C (-8.2573, -3.3436, 0.4808)
H (-6.2945, -5.4362, 2.3323)
H (-8.4865, -6.5397, 2.6927)
H (-10.5667, -5.4867, 1.7844)
H (-10.4047, -3.5662, 0.2229)
H (-8.1841, -2.5127, -0.2121)

Values from the calculation:
2S+1 = 5
gap between HOMO and LUMO (alpha / beta) = 7.533 / 7.107 eV
lowest unoccupied orbital energy (alpha / beta) = 0.04 / -0.66 eV
E_tot = -89896.7815 eV
energy above the lowest of the compared OMol25 structures with the same formula, charge and spin = 0.00 kcal/mol
expectation value of S² = 6.060